Entry 1:
This record from the OMol25 dataset describes an isolated molecule of C2FN3 in a non-equilibrium geometry. The level of theory is ωB97M-V/def2-TZVPD.

HOMO-LUMO gap (spin up / spin down) in Ha: 0.30567 / 0.30575
Energy relative to the best compared isomer or geometry (same formula, charge and spin) in eV: 2.066

```
! wB97M-V def2-TZVPD RIJCOSX def2/J DEFGRID3
* xyz 0 1
C -1.62832 -0.03793 -0.07159
C 1.87354 0.18211 -0.25609
N -0.45565 0.47736 0.29498
N 0.73035 0.11826 0.05926
N -2.71562 -0.45164 -0.08659
F 2.97988 -0.34370 0.06897
*
```

Charge distribution, Mulliken scheme, values in e: atom 1 (C): 0.41, atom 2 (C): 0.23, atom 3 (N): -0.67, atom 4 (N): 0.55, atom 5 (N): -0.38, atom 6 (F): -0.14

Entry 2:
This record from the OMol25 dataset describes a structure of composition C2H10BeO5 in a non-equilibrium geometry. The level of theory is ωB97M-V/def2-TZVPD.

HOMO-LUMO gap in Ha: 0.29970

```
! wB97M-V def2-TZVPD RIJCOSX def2/J DEFGRID3
* xyz 0 1
Be 11.34251 0.40283 -16.44064
O 11.71829 -1.09447 -16.22231
C 12.51995 -1.31162 -17.35567
C 13.05523 0.03729 -17.69619
O 11.96168 0.84136 -17.76887
H 11.90268 -1.67771 -18.11988
H 13.38126 -2.01474 -17.20572
H 13.68361 0.02645 -18.60040
H 13.66038 0.42432 -16.85463
O 11.88823 1.30948 -14.91125
H 11.31128 1.35682 -14.16237
H 12.77032 1.27678 -14.51301
O 10.16169 2.37011 -18.92458
H 10.55607 3.22288 -18.91098
H 10.92924 1.82917 -18.66825
O 9.65981 0.78316 -16.27579
H 8.98057 0.24754 -16.68731
H 9.38804 1.72126 -16.24633
*
```

Charge distribution, Mulliken scheme, values in e: atom 1 (Be): -0.13, atom 2 (O): -0.49, atom 3 (C): -0.37, atom 4 (C): -0.21, atom 5 (O): -0.63, atom 6 (H): 0.25, atom 7 (H): 0.28, atom 8 (H): 0.36, atom 9 (H): 0.07, atom 10 (O): -0.38, atom 11 (H): 0.32, atom 12 (H): 0.31, atom 13 (O): -0.66, atom 14 (H): 0.28, atom 15 (H): 0.55, atom 16 (O): -0.24, atom 17 (H): 0.33, atom 18 (H): 0.35

Entry 3:
This record from the OMol25 dataset describes a cluster of 2 separate species, C2H10N2 in total in a non-equilibrium geometry. The level of theory is ωB97M-V/def2-TZVPD.

HOMO-LUMO gap in Ha: 0.37974
Energy relative to the best compared isomer or geometry (same formula, charge and spin) in eV: 0.733
SMILES: CN.CN

```
! wB97M-V def2-TZVPD RIJCOSX def2/J DEFGRID3
* xyz 0 1
C -2.13075 1.09960 -4.21058
N -1.61020 0.72674 -2.92814
H -1.91287 2.14532 -4.48555
H -3.22257 0.94686 -4.24533
H -1.65870 0.43482 -4.95345
H -2.10068 1.08451 -2.10104
H -0.65531 1.09836 -2.87558
C 2.39679 -0.97677 3.92511
N 1.01039 -1.20589 3.61640
H 3.17412 -1.27379 3.20113
H 2.60621 -1.47095 4.88871
H 2.45050 0.11525 4.07077
H 0.96108 -2.15199 3.22252
H 0.69199 -0.57210 2.87504
*
```

Charge distribution, Mulliken scheme, values in e: atom 1 (C): -0.62, atom 2 (N): -0.55, atom 3 (H): 0.23, atom 4 (H): 0.28, atom 5 (H): 0.23, atom 6 (H): 0.22, atom 7 (H): 0.21, atom 8 (C): -0.66, atom 9 (N): -0.55, atom 10 (H): 0.23, atom 11 (H): 0.25, atom 12 (H): 0.28, atom 13 (H): 0.22, atom 14 (H): 0.23

Entry 4:
This record from the OMol25 dataset describes a cluster of 2 separate species, C2H10N2O in total in a non-equilibrium geometry. The level of theory is ωB97M-V/def2-TZVPD.

HOMO-LUMO gap (spin up / spin down) in Ha: 0.11373 / 0.35708
<S²>: 0.750
Energy relative to the best compared isomer or geometry (same formula, charge and spin) in eV: 0.493

```
! wB97M-V def2-TZVPD RIJCOSX def2/J DEFGRID3
* xyz -1 2
C -0.34614 0.32085 1.49725
N -1.14739 0.56107 0.29094
C -0.76509 -0.25440 -0.87252
N -1.18894 -1.64954 -0.78765
H -0.61785 0.94852 2.25928
H 0.75664 0.43586 1.41550
H -0.56932 -0.70490 1.88764
H -1.01335 1.52734 0.06588
H -1.20216 0.16521 -1.70933
H 0.34626 -0.22452 -1.02234
H -2.24447 -1.61292 -0.60884
H -0.78255 -2.03476 0.04547
H 3.64993 0.54686 -1.02635
H 2.11444 0.92150 -0.90698
O 3.01000 1.05383 -0.52796
*
```

Charge distribution, Mulliken scheme, values in e: atom 1 (C): -1.49, atom 2 (N): -0.09, atom 3 (C): -0.72, atom 4 (N): -0.40, atom 5 (H): 0.44, atom 6 (H): 0.39, atom 7 (H): 0.31, atom 8 (H): 0.33, atom 9 (H): 0.27, atom 10 (H): 0.02, atom 11 (H): 0.29, atom 12 (H): 0.24, atom 13 (H): 0.95, atom 14 (H): 0.22, atom 15 (O): -1.76

Entry 5:
This record from the OMol25 dataset describes a cluster of 2 separate species, C2H10N2O in total in a non-equilibrium geometry. The level of theory is ωB97M-V/def2-TZVPD.

HOMO-LUMO gap in Ha: 0.34560
Energy relative to the best compared isomer or geometry (same formula, charge and spin) in eV: 1.828
SMILES: CNCN.O

```
! wB97M-V def2-TZVPD RIJCOSX def2/J DEFGRID3
* xyz 0 1
C -0.78803 -1.68740 -0.90421
N 0.67710 -1.44642 -0.52202
C 1.10877 -0.36835 0.49348
N 1.39500 0.89038 -0.10990
H -0.73262 -2.61049 -1.45961
H -1.23623 -0.77911 -1.44417
H -1.44480 -1.89216 -0.01862
H 1.08469 -2.33851 -0.36480
H 0.26528 -0.47974 1.02553
H 1.95931 -0.75943 1.22636
H 0.69426 1.59794 -0.38723
H 2.15466 0.77093 -0.73458
O -1.99196 2.35372 0.90783
H -1.51114 2.02489 0.09429
H -1.72691 1.86274 1.68803
*
```

Charge distribution, Mulliken scheme, values in e: atom 1 (C): -0.72, atom 2 (N): -0.35, atom 3 (C): -0.52, atom 4 (N): -0.41, atom 5 (H): 0.31, atom 6 (H): 0.21, atom 7 (H): 0.27, atom 8 (H): 0.20, atom 9 (H): 0.39, atom 10 (H): 0.25, atom 11 (H): 0.16, atom 12 (H): 0.22, atom 13 (O): -0.64, atom 14 (H): 0.30, atom 15 (H): 0.33

Entry 6:
This record from the OMol25 dataset describes a cluster of 2 separate species, C2H10N2O in total. The level of theory is ωB97M-V/def2-TZVPD.

HOMO-LUMO gap in Ha: 0.35031
Energy relative to the best compared isomer or geometry (same formula, charge and spin) in eV: 0.569
SMILES: CNCN.O

```
! wB97M-V def2-TZVPD RIJCOSX def2/J DEFGRID3
* xyz 0 1
C 0.45572 0.94887 -1.19014
N -0.52422 -0.05696 -0.74046
C -1.22304 0.33676 0.49897
N -2.66885 0.35911 0.39562
H 1.02950 0.49750 -1.97696
H 1.12025 1.25328 -0.37551
H -0.04671 1.82664 -1.59763
H 0.00492 -0.88911 -0.50757
H -0.93314 -0.33184 1.31070
H -0.89404 1.33694 0.80791
H -3.05746 -0.56523 0.53651
H -2.92509 0.64376 -0.54216
O 3.16324 -1.34737 0.88790
H 3.61117 -2.11200 1.26744
H 3.88602 -0.72638 0.74010
*
```

Charge distribution, Mulliken scheme, values in e: atom 1 (C): -0.90, atom 2 (N): -0.48, atom 3 (C): -0.40, atom 4 (N): -0.62, atom 5 (H): 0.34, atom 6 (H): 0.33, atom 7 (H): 0.32, atom 8 (H): 0.29, atom 9 (H): 0.33, atom 10 (H): 0.30, atom 11 (H): 0.25, atom 12 (H): 0.24, atom 13 (O): -0.62, atom 14 (H): 0.31, atom 15 (H): 0.31

Entry 7:
This record from the OMol25 dataset describes a cluster of 2 separate species, C2H10N2O in total in a non-equilibrium geometry. The level of theory is ωB97M-V/def2-TZVPD.

HOMO-LUMO gap in Ha: 0.38099
Energy relative to the best compared isomer or geometry (same formula, charge and spin) in eV: 0.364
SMILES: CNCN.O

```
! wB97M-V def2-TZVPD RIJCOSX def2/J DEFGRID3
* xyz 0 1
C -1.16927 -0.25689 -1.20330
N 0.06107 0.18150 -0.51140
C 0.82779 -0.93170 0.07206
N 0.24334 -1.47317 1.24744
H -1.49084 0.56491 -1.83698
H -1.04685 -1.20616 -1.71237
H -1.97662 -0.32732 -0.47585
H 0.63569 0.64265 -1.20637
H 1.81226 -0.53789 0.31515
H 0.98846 -1.73651 -0.65844
H -0.00210 -0.72451 1.88087
H -0.59228 -2.00581 1.06539
O 0.60714 2.61834 1.40361
H 0.37542 3.33961 0.81093
H 0.72679 1.85296 0.80927
*
```

Charge distribution, Mulliken scheme, values in e: atom 1 (C): -0.98, atom 2 (N): -0.36, atom 3 (C): -0.57, atom 4 (N): -0.57, atom 5 (H): 0.36, atom 6 (H): 0.30, atom 7 (H): 0.27, atom 8 (H): 0.27, atom 9 (H): 0.38, atom 10 (H): 0.41, atom 11 (H): 0.26, atom 12 (H): 0.23, atom 13 (O): -0.67, atom 14 (H): 0.30, atom 15 (H): 0.38

Entry 8:
This record from the OMol25 dataset describes a cluster of 2 separate species, C2H10N2O in total in a non-equilibrium geometry. The level of theory is ωB97M-V/def2-TZVPD.

HOMO-LUMO gap in Ha: 0.35873
Energy relative to the best compared isomer or geometry (same formula, charge and spin) in eV: 2.108
SMILES: NCCN.O

```
! wB97M-V def2-TZVPD RIJCOSX def2/J DEFGRID3
* xyz 0 1
N -1.45374 -1.41186 -0.62184
C -0.67228 0.02472 -0.55263
C -0.63041 1.04867 -1.68673
N 0.08862 2.17748 -1.39050
H -1.93572 -1.33377 -1.49872
H -2.32242 -1.39874 0.03154
H -1.04247 0.68278 0.41985
H 0.31670 -0.35890 -0.39004
H -1.50710 1.38968 -2.31572
H -0.06667 0.48210 -2.40208
H -0.24647 3.16277 -1.17195
H 0.77048 1.98917 -0.72537
O 2.40892 -1.54424 3.53351
H 1.66513 -1.63082 4.12608
H 2.46915 -2.43007 3.18090
*
```

Charge distribution, Mulliken scheme, values in e: atom 1 (N): -0.67, atom 2 (C): -0.45, atom 3 (C): -0.30, atom 4 (N): -0.52, atom 5 (H): 0.24, atom 6 (H): 0.26, atom 7 (H): 0.20, atom 8 (H): 0.28, atom 9 (H): 0.35, atom 10 (H): 0.22, atom 11 (H): 0.20, atom 12 (H): 0.19, atom 13 (O): -0.64, atom 14 (H): 0.32, atom 15 (H): 0.32

Entry 9:
This record from the OMol25 dataset describes a cluster of 2 separate species, C2H10N2O in total in a non-equilibrium geometry. The level of theory is ωB97M-V/def2-TZVPD.

HOMO-LUMO gap in Ha: 0.37404
Energy relative to the best compared isomer or geometry (same formula, charge and spin) in eV: 0.644
SMILES: NCCN.O

```
! wB97M-V def2-TZVPD RIJCOSX def2/J DEFGRID3
* xyz 0 1
N -1.77639 0.04405 1.38900
C -0.78665 0.47695 0.36681
C -0.45016 -0.63499 -0.54827
N 0.43888 -0.25300 -1.64966
H -1.34916 -0.60323 2.03929
H -1.87773 0.84284 2.01537
H -1.23146 1.35114 -0.10980
H 0.07318 0.92489 0.89341
H -1.40439 -0.90369 -1.00024
H -0.00892 -1.48876 -0.03121
H 0.26757 -0.73278 -2.51102
H 0.94788 0.60460 -1.76268
O 2.53106 -0.17653 0.46729
H 2.06915 -0.15192 -0.39322
H 2.55713 0.70042 0.83494
*
```

Charge distribution, Mulliken scheme, values in e: atom 1 (N): -0.68, atom 2 (C): -0.29, atom 3 (C): -0.39, atom 4 (N): -0.52, atom 5 (H): 0.23, atom 6 (H): 0.26, atom 7 (H): 0.31, atom 8 (H): 0.20, atom 9 (H): 0.36, atom 10 (H): 0.19, atom 11 (H): 0.14, atom 12 (H): 0.24, atom 13 (O): -0.67, atom 14 (H): 0.33, atom 15 (H): 0.30

Entry 10:
This record from the OMol25 dataset describes a cluster of 3 separate species, C2H10N2O2 in total in a non-equilibrium geometry. The level of theory is ωB97M-V/def2-TZVPD.

HOMO-LUMO gap in Ha: 0.36231
Energy relative to the best compared isomer or geometry (same formula, charge and spin) in eV: 0.690
SMILES: C/N=C\N.O.O

```
! wB97M-V def2-TZVPD RIJCOSX def2/J DEFGRID3
* xyz 0 1
C -1.37261 1.23463 1.00120
N -0.58508 1.74206 -0.07791
C 0.65363 1.51019 -0.19100
N 1.41882 0.63447 0.56052
H -0.87692 0.67592 1.79000
H -2.23217 0.65240 0.67201
H -1.84492 2.07671 1.51722
H 1.17789 2.05529 -0.96996
H 2.28495 0.38902 0.10856
H 0.92491 -0.15846 0.93864
O 1.06619 -2.59227 -0.27341
H 1.11503 -2.51854 -1.22885
H 0.17626 -2.43509 0.05905
O -1.06962 -1.40705 -0.95917
H -0.56393 -0.64000 -1.25283
H -1.89596 -1.00320 -0.67336
*
```

Charge distribution, Mulliken scheme, values in e: atom 1 (C): -0.74, atom 2 (N): -0.45, atom 3 (C): 0.00, atom 4 (N): -0.46, atom 5 (H): 0.28, atom 6 (H): 0.21, atom 7 (H): 0.32, atom 8 (H): 0.35, atom 9 (H): 0.28, atom 10 (H): 0.22, atom 11 (O): -0.65, atom 12 (H): 0.30, atom 13 (H): 0.36, atom 14 (O): -0.65, atom 15 (H): 0.34, atom 16 (H): 0.28